#one
{
  "formula": "C6H8N2O4",
  "method": "ωB97M-V/def2-TZVPD",
  "homo_energy_ha": -0.36605,
  "lumo_ev": -0.542,
  "smiles": "O=C(O)CN1CCNC(=O)C1=O",
  "species": ["O", "C", "O", "C", "N", "C", "C", "N", "C", "O", "C", "O", "H", "H", "H", "H", "H", "H", "H", "H"],
  "coordinates": [[2.135, -1.476, 1.916], [0.835, -0.975, 2.184], [0.667, 0.185, 2.866], [-0.462, -1.112, 1.387], [-0.224, -0.234, 0.391], [0.313, -0.824, -0.724], [0.701, 0.189, -1.795], [-0.552, 1.024, -2.223], [-0.959, 1.791, -1.049], [-1.603, 2.890, -1.008], [-0.575, 1.059, 0.350], [-0.904, 1.596, 1.364], [-0.245, 0.621, 2.424], [-0.398, -2.175, 0.916], [-1.428, -1.062, 1.964], [-0.587, -1.426, -1.174], [0.970, -1.592, -0.626], [1.859, 0.622, -1.501], [0.726, -0.558, -2.606], [-0.268, 1.457, -3.057]],
  "mulliken_charge": [-0.60, 0.77, -0.47, -0.94, 0.23, -0.87, -0.78, -0.26, 0.38, -0.53, 0.64, -0.63, 0.41, 0.39, 0.30, 0.38, 0.62, 0.22, 0.42, 0.30]
}



#two
{
  "formula": "C6H8N2O4",
  "method": "ωB97M-V/def2-TZVPD",
  "homo_energy_ha": -0.37670,
  "lumo_ev": -0.500,
  "smiles": "O=C(O)CN1CCNC(=O)C1=O",
  "species": ["O", "C", "O", "C", "N", "C", "C", "N", "C", "O", "C", "O", "H", "H", "H", "H", "H", "H", "H", "H"],
  "coordinates": [[-3.057, 0.900, -0.382], [-2.339, 0.007, -0.033], [-2.326, -1.262, -0.702], [-1.498, 0.051, 1.238], [-0.063, 0.189, 0.742], [0.117, 1.652, 0.285], [1.271, 1.738, -0.728], [2.350, 0.870, -0.191], [2.125, -0.500, -0.031], [3.063, -1.249, 0.306], [0.557, -0.819, 0.011], [0.090, -1.987, -0.360], [-1.390, -1.680, -0.469], [-1.718, 1.074, 1.743], [-1.871, -0.861, 1.876], [0.311, 2.465, 1.122], [-0.816, 2.086, -0.451], [0.888, 1.480, -1.700], [1.833, 2.772, -0.767], [3.202, 1.251, -0.549]],
  "mulliken_charge": [-0.52, 0.59, -0.55, -0.55, 0.06, -0.33, -0.73, -0.21, 0.34, -0.58, 0.60, -0.65, 0.46, 0.31, 0.28, 0.30, 0.24, 0.30, 0.36, 0.29]
}



Compare the structures above. Which one is the most stable? #two is.